ORCA calculation (ωB97M-V with the def2-TZVPD basis set) on a molecular structure, C27H41CoO4SSbSi at a distorted geometry.

The geometry in XYZ format:
```
76
Properties=species:S:1:pos:R:3:lowdin_charge:R:1
Co 1.314 -1.286 -0.622 0.43
O 1.314 -1.024 -3.926 -0.30
S 1.757 -0.154 -2.872 0.26
O 2.264 1.143 -3.334 -0.42
O 2.738 -0.834 -1.956 -0.40
O 0.577 0.160 -1.920 -0.57
C -1.473 -5.449 -4.724 -0.12
C -0.537 -6.127 -3.955 -0.11
C 0.008 -5.521 -2.831 -0.13
C -0.358 -4.230 -2.445 -0.33
C -1.283 -3.560 -3.248 -0.12
C -1.843 -4.160 -4.366 -0.10
Si 0.405 -3.423 -0.887 0.68
C -0.992 -3.602 0.426 -0.33
C -0.682 -4.069 1.707 -0.13
C -1.640 -4.136 2.709 -0.12
C -2.941 -3.720 2.458 -0.13
C -3.270 -3.247 1.196 -0.11
C -2.307 -3.193 0.197 -0.11
H -1.908 -5.921 -5.597 0.09
H -0.236 -7.131 -4.233 0.09
H 0.723 -6.070 -2.229 0.08
H -1.565 -2.541 -3.003 0.09
H -2.563 -3.621 -4.971 0.09
H 1.282 -4.575 -0.438 -0.04
H 0.335 -4.381 1.918 0.09
H -1.374 -4.514 3.690 0.09
H -3.689 -3.761 3.241 0.09
H -4.285 -2.923 0.993 0.09
H -2.591 -2.825 -0.784 0.09
C 0.129 5.179 -3.038 -0.19
C 1.035 4.879 -1.853 -0.48
C 0.726 5.772 -0.669 -0.15
Sb 0.861 2.536 -1.558 1.77
C -0.783 2.186 -0.077 -0.50
C -1.348 3.447 0.562 -0.15
C -1.895 1.371 -0.735 -0.15
C 2.440 2.196 -0.050 -0.51
C 2.391 3.206 1.089 -0.14
C 3.846 2.144 -0.640 -0.13
H 0.193 6.237 -3.317 0.07
H -0.913 4.968 -2.784 0.07
H 0.395 4.577 -3.907 0.06
H 2.083 4.976 -2.143 0.08
H -0.346 5.804 -0.476 0.06
H 1.055 6.794 -0.891 0.08
H 1.229 5.457 0.244 0.04
H -0.285 1.565 0.672 0.06
H -1.859 4.069 -0.178 0.07
H -0.581 4.052 1.045 0.04
H -2.085 3.162 1.320 0.08
H -2.436 1.973 -1.471 0.07
H -2.609 1.033 0.022 0.08
H -1.489 0.492 -1.230 0.04
H 2.160 1.211 0.329 0.03
H 2.773 4.174 0.758 0.06
H 3.034 2.855 1.900 0.08
H 1.386 3.339 1.497 0.05
H 4.123 3.111 -1.073 0.07
H 3.923 1.388 -1.411 0.04
H 4.564 1.904 0.150 0.08
C 0.640 -1.199 4.636 -0.06
C 0.141 -0.120 3.661 -0.63
C -1.393 -0.121 3.643 -0.05
C 0.654 1.259 4.097 -0.06
C 0.652 -0.447 2.321 -0.15
C 1.100 -0.774 1.236 -0.09
H 0.228 -1.042 5.637 0.08
H 1.729 -1.181 4.690 0.08
H 0.331 -2.182 4.280 0.07
H -1.786 0.101 4.640 0.08
H -1.765 -1.096 3.328 0.07
H -1.771 0.628 2.943 0.07
H 0.374 1.461 5.135 0.08
H 0.233 2.042 3.462 0.07
H 1.741 1.304 4.015 0.08
```

The net charge is -1. The spin multiplicity is 5. The HOMO energy (alpha / beta) is -4.15 / -5.23 eV. The HOMO-LUMO gap (alpha / beta) comes out at 6.610 / 5.876 eV.



ORCA calculation (ωB97M-V with the def2-TZVPD basis set) on C5H10O in the gas phase.

The geometry in XYZ format:
```
16
Properties=species:S:1:pos:R:3:lowdin_charge:R:1
C -1.053 1.624 -0.541 -0.08
C -0.417 0.270 -0.242 -0.42
C 1.035 0.182 -0.789 -0.07
C 0.471 -2.197 0.843 -0.04
O 0.174 -1.156 1.588 -0.09
C -0.312 -0.015 1.212 -0.14
H -1.125 1.779 -1.623 0.08
H -2.057 1.712 -0.112 0.08
H -0.426 2.425 -0.134 0.08
H -1.048 -0.520 -0.690 0.13
H 1.125 -0.370 -1.731 0.08
H 1.441 1.187 -0.937 0.08
H 0.833 -3.055 1.387 0.06
H 0.137 -2.238 -0.185 0.06
H -0.432 0.701 2.015 0.13
H 1.654 -0.328 -0.061 0.06
```

The HOMO energy (alpha / beta) is -7.24 / -7.02 eV. The HOMO-LUMO gap (alpha / beta) comes out at 8.200 / 7.959 eV.



ORCA calculation (ωB97M-V with the def2-TZVPD basis set) on C5H10O in the gas phase.

The geometry in XYZ format:
```
16
Properties=species:S:1:pos:R:3:lowdin_charge:R:1
C 1.713 0.483 0.540 -0.09
C 0.829 0.322 -0.705 -0.18
C -0.584 -0.083 -0.335 -0.53
C -0.811 -1.541 -0.015 -0.01
C -1.448 0.954 0.233 -0.10
O -1.622 0.515 -1.109 -0.03
H 1.095 0.721 1.413 0.08
H 2.433 1.294 0.414 0.07
H 2.278 -0.425 0.778 0.07
H 1.262 -0.415 -1.393 0.12
H 0.759 1.265 -1.258 0.12
H -0.670 -2.138 -0.923 0.09
H -0.102 -1.900 0.738 0.09
H -1.828 -1.708 0.351 0.09
H -1.058 1.967 0.342 0.12
H -2.246 0.689 0.927 0.12
```

The HOMO energy is -10.10 eV. The HOMO-LUMO gap comes out at 11.117 eV. The SMILES is CC[C@@]1(C)CO1.



ORCA calculation (ωB97M-V with the def2-TZVPD basis set) on C23H25N5O2S in the gas phase at a distorted geometry.

The geometry in XYZ format:
```
56
Properties=species:S:1:pos:R:3:lowdin_charge:R:1
C -1.148 -4.605 0.783 -0.04
C -0.530 -3.244 0.878 -0.25
C -0.351 -2.470 -0.257 0.00
C 0.186 -1.188 -0.170 -0.23
C 0.619 -0.715 1.062 0.02
C 0.462 -1.485 2.206 -0.25
C -0.132 -2.735 2.106 0.00
H -0.265 -3.333 2.996 0.12
C 0.942 -0.977 3.530 -0.04
H 1.132 0.092 3.493 0.08
H 1.871 -1.479 3.802 0.09
H 0.211 -1.182 4.310 0.08
H 1.097 0.247 1.146 0.12
N 0.321 -0.423 -1.348 0.04
C -0.627 -0.439 -2.330 -0.39
O -0.446 -0.001 -3.450 0.11
C -1.978 -0.882 -1.890 -0.32
C -2.905 -1.626 -2.581 -0.30
S -4.343 -1.658 -1.666 1.03
N -3.670 -0.699 -0.500 -0.32
N -2.479 -0.382 -0.738 -0.03
H -2.797 -2.126 -3.520 0.08
C 1.394 0.544 -1.493 -0.12
C 2.787 -0.004 -1.337 -0.13
C 3.073 -1.333 -1.042 -0.09
N 4.299 -1.804 -0.898 0.06
C 5.316 -0.973 -1.040 -0.16
C 5.154 0.365 -1.362 -0.05
C 3.870 0.853 -1.524 -0.01
H 3.706 1.887 -1.785 0.12
H 6.010 1.009 -1.492 0.10
H 6.297 -1.407 -0.900 0.10
H 2.292 -2.070 -0.923 0.11
H 1.302 0.934 -2.519 0.17
C 1.144 1.776 -0.568 -0.44
O 2.049 2.457 -0.137 0.07
N -0.155 2.030 -0.352 0.13
H -0.868 1.389 -0.665 0.11
C -0.624 3.085 0.521 -0.29
C -1.617 3.986 -0.216 -0.14
H -1.286 4.216 -1.228 0.11
H -1.729 4.920 0.334 0.12
C -2.919 3.188 -0.182 -0.19
H -3.792 3.826 -0.307 0.10
H -2.927 2.454 -0.990 0.09
C -2.913 2.477 1.180 -0.18
H -3.558 3.000 1.886 0.10
H -3.279 1.457 1.084 0.08
C -1.454 2.501 1.673 -0.12
H -1.102 1.506 1.941 0.10
H -1.354 3.141 2.550 0.11
H 0.264 3.622 0.864 0.14
H -0.610 -2.877 -1.225 0.12
H -1.106 -4.984 -0.235 0.08
H -0.640 -5.306 1.441 0.08
H -2.194 -4.559 1.088 0.09
```

The HOMO energy is -8.70 eV. The HOMO-LUMO gap comes out at 8.442 eV. The SMILES is Cc1cc(C)cc(N(C(=O)c2csnn2)[C@@H](C(=O)NC2CCCC2)c2cccnc2)c1.



ORCA calculation (ωB97M-V with the def2-TZVPD basis set) on 2 unconnected molecules or ions with the total composition CH2BrNO4 at a distorted geometry.

The geometry in XYZ format:
```
9
Properties=species:S:1:pos:R:3:lowdin_charge:R:1
C 0.108 0.395 0.142 -0.60
N -0.334 1.769 0.324 -0.39
O -1.646 1.959 0.158 0.03
O 0.251 2.681 0.839 0.10
O -0.647 -0.473 -0.122 0.15
O 1.464 0.278 0.151 0.10
Br 0.580 2.106 -2.072 0.26
H -2.286 1.130 -0.181 0.25
H 1.634 -0.568 -0.169 0.10
```

The HOMO energy (alpha / beta) is -10.09 / -9.46 eV. The HOMO-LUMO gap (alpha / beta) comes out at 8.330 / 6.694 eV.



ORCA calculation (ωB97M-V with the def2-TZVPD basis set) on 5 unconnected molecules or ions with the total composition C24H60B2O8P at a distorted geometry.

The geometry in XYZ format:
```
95
Properties=species:S:1:pos:R:3:lowdin_charge:R:1
C 4.775 1.223 0.051 -0.07
C 4.086 -0.199 -0.075 -0.37
C 4.297 -0.757 -1.510 -0.07
C 2.599 -0.016 0.314 -0.15
C 1.700 -1.254 0.081 -0.27
C 0.429 -0.949 1.011 -0.18
O -0.789 -1.182 0.340 -0.09
B -0.400 -0.906 -1.083 -0.91
B -1.058 -2.240 -1.925 -0.45
O -0.955 -2.319 -3.370 0.03
O -1.693 -3.350 -1.277 0.09
P -1.060 0.822 -1.738 0.94
C 0.424 1.853 -2.297 -0.33
C -1.777 1.832 -0.324 -0.34
O 1.069 -1.173 -1.192 -0.07
H 5.412 1.243 0.946 0.06
H 5.316 1.510 -0.858 0.06
H 3.985 1.976 0.208 0.07
H 4.587 -0.824 0.678 0.12
H 4.915 -1.670 -1.428 0.07
H 3.369 -1.035 -2.025 0.07
H 4.879 -0.083 -2.157 0.06
H 2.158 0.880 -0.141 0.10
H 2.584 0.181 1.406 0.12
H 2.122 -2.238 0.336 0.15
H 0.454 0.171 1.055 0.10
H 0.489 -1.227 2.077 0.12
H -0.076 -2.662 -3.524 0.07
H -1.098 -4.092 -1.292 0.07
H 0.891 2.275 -1.385 0.01
H 1.134 1.238 -2.862 0.02
H 0.083 2.704 -2.904 0.01
H -2.599 1.327 0.195 0.01
H -0.984 2.082 0.409 0.02
H -2.172 2.763 -0.763 0.01
C -3.161 -1.619 -5.163 -0.08
C -3.741 -1.113 -6.471 -0.28
O -2.916 -1.363 -7.601 -0.16
C -2.639 -2.721 -7.872 -0.29
C -3.880 -3.551 -8.158 -0.09
H -2.166 -1.216 -5.000 0.07
H -3.799 -1.328 -4.327 0.09
H -3.077 -2.707 -5.152 0.07
H -3.853 -0.029 -6.417 0.12
H -4.747 -1.519 -6.641 0.10
H -2.055 -3.160 -7.057 0.11
H -1.998 -2.726 -8.756 0.11
H -4.531 -3.616 -7.285 0.06
H -3.600 -4.568 -8.441 0.07
H -4.461 -3.107 -8.969 0.08
C -7.201 2.076 2.877 -0.09
C -7.139 2.173 1.363 -0.29
O -5.977 1.599 0.802 -0.16
C -5.790 0.213 1.040 -0.27
C -6.907 -0.654 0.485 -0.08
H -6.304 2.508 3.325 0.08
H -8.076 2.608 3.256 0.07
H -7.269 1.040 3.213 0.06
H -7.122 3.225 1.074 0.12
H -8.037 1.741 0.905 0.10
H -5.645 0.028 2.110 0.11
H -4.856 -0.055 0.547 0.12
H -7.860 -0.457 0.983 0.06
H -6.671 -1.710 0.624 0.08
H -7.048 -0.461 -0.580 0.08
C -2.043 -3.539 4.432 -0.08
C -0.704 -3.257 5.088 -0.28
O -0.422 -1.878 5.237 -0.16
C -1.323 -1.134 6.033 -0.28
C -1.406 -1.615 7.472 -0.09
H -2.115 -3.026 3.472 0.09
H -2.168 -4.611 4.269 0.07
H -2.877 -3.198 5.050 0.06
H 0.091 -3.658 4.458 0.12
H -0.622 -3.769 6.055 0.10
H -2.314 -1.115 5.569 0.11
H -0.953 -0.108 6.023 0.12
H -1.817 -2.624 7.539 0.06
H -2.049 -0.954 8.057 0.07
H -0.414 -1.635 7.928 0.08
C 9.183 3.323 2.862 -0.08
C 8.271 2.833 1.751 -0.29
O 7.234 3.738 1.422 -0.16
C 7.637 5.012 0.958 -0.28
C 8.462 4.964 -0.316 -0.08
H 8.602 3.580 3.749 0.08
H 9.908 2.552 3.125 0.07
H 9.739 4.215 2.565 0.06
H 7.775 1.917 2.075 0.11
H 8.847 2.574 0.856 0.11
H 8.168 5.555 1.748 0.10
H 6.717 5.564 0.763 0.12
H 9.419 4.461 -0.161 0.06
H 8.672 5.974 -0.672 0.07
H 7.929 4.418 -1.097 0.08
```

The net charge is -1. The HOMO energy is -3.28 eV. The HOMO-LUMO gap comes out at 5.650 eV.



Calculated values (kcal/mol) of energy above the lowest of the compared OMol25 structures with the same formula, charge and spin for the records, taken in order: 40.3 82.7 26.5 16.8 70.1 20.5.